Record 1
Formula: C4H9NO
Source: the OMol25 dataset
Level of theory: ωB97M-V/def2-TZVPD

For the largest force on an atom, the calculation gives 0.1675 hartree/bohr. For the LUMO energy, the calculation gives -2.351 eV. For the relative energy (zero: lowest compared OMol25 entry of this formula, charge and spin), the calculation gives 174.38 kcal/mol. Its total charge is 0.

CARTESIAN COORDINATES (ANGSTROEM)
1 O -1.77 0.75 -0.08
2 C -0.44 0.72 -0.20
3 C 0.79 1.20 0.81
4 C 0.34 -0.24 0.82
5 C 1.03 -1.42 0.04
6 N 1.93 1.68 0.19
7 H 0.10 0.79 -1.25
8 H 0.41 1.88 1.61
9 H -3.83 -0.52 -0.75
10 H -0.39 -0.66 1.57
11 H 0.22 -1.84 -0.64
12 H 1.39 -2.20 0.70
13 H 2.02 -1.20 -0.54
14 H -3.66 -0.59 -1.45
15 H 1.85 1.64 -0.82

These are the Mulliken partial charges, in e, on atoms 1 to 8:
1 O -0.49
2 C 0.09
3 C -0.17
4 C 0.20
5 C -1.14
6 N -0.61
7 H 0.25
8 H 0.37


Record 2
Formula: C7H10
Source: the OMol25 dataset
Level of theory: ωB97M-V/def2-TZVPD

For the largest force on an atom, the calculation gives 0.0117 hartree/bohr. For the LUMO energy (spin up / spin down), the calculation gives 0.159 / 0.158 eV. For the relative energy (zero: lowest compared OMol25 entry of this formula, charge and spin), the calculation gives 155.58 kcal/mol. Its total charge is 0.

CARTESIAN COORDINATES (ANGSTROEM)
1 C -1.31 1.22 0.59
2 C -0.79 -0.18 0.64
3 C -1.27 -0.91 -1.34
4 C -0.26 -1.00 -0.43
5 C 2.02 -0.23 -0.87
6 C 1.99 0.12 0.44
7 C 1.64 0.37 1.61
8 H -2.41 1.26 0.57
9 H -1.00 1.69 1.53
10 H -0.91 1.81 -0.24
11 H -1.27 -0.79 1.41
12 H -1.71 -1.79 -1.81
13 H -1.66 0.04 -1.67
14 H 0.10 -1.97 -0.12
15 H 2.00 0.61 -1.57
16 H 2.67 -1.06 -1.16
17 H 2.18 0.80 2.45

These are the Mulliken partial charges, in e, on atoms 1 to 8:
1 C -1.21
2 C 0.11
3 C -0.64
4 C -0.14
5 C -1.02
6 C 0.56
7 C -0.67
8 H 0.38


Record 3
Formula: C2H3N3S
Source: the OMol25 dataset
Level of theory: ωB97M-V/def2-TZVPD

For the largest force on an atom, the calculation gives 0.0844 hartree/bohr. The SMILES is S=c1nc[nH][nH]1. For the LUMO energy, the calculation gives 0.054 eV. For the relative energy (zero: lowest compared OMol25 entry of this formula, charge and spin), the calculation gives 43.27 kcal/mol. Its total charge is 0.

CARTESIAN COORDINATES (ANGSTROEM)
1 C 0.71 1.01 0.55
2 C -0.91 -0.54 0.64
3 H -1.82 -1.21 1.03
4 H -0.85 -1.27 -1.55
5 H 1.33 -0.08 -1.20
6 N -0.30 0.40 1.32
7 N -0.41 -0.82 -0.59
8 N 0.48 0.26 -0.79
9 S 1.77 2.27 0.60

These are the Mulliken partial charges, in e, on atoms 1 to 8:
1 C 0.25
2 C 0.12
3 H 0.29
4 H 0.33
5 H 0.26
6 N -0.47
7 N -0.19
8 N -0.27


Record 4
Formula: C4H9N4
Source: the OMol25 dataset
Level of theory: ωB97M-V/def2-TZVPD

For the largest force on an atom, the calculation gives 0.1061 hartree/bohr. The SMILES is CC1=NN=CCN1[NH3+]. For the LUMO energy, the calculation gives -4.253 eV. For the relative energy (zero: lowest compared OMol25 entry of this formula, charge and spin), the calculation gives 127.46 kcal/mol. Its total charge is +1.

CARTESIAN COORDINATES (ANGSTROEM)
1 C 1.85 -0.44 -1.01
2 C 0.27 0.51 1.01
3 C 0.58 -1.22 -0.82
4 C -0.65 0.78 2.10
5 N 2.17 0.53 -0.23
6 N 1.45 0.79 0.84
7 N -0.54 -0.55 -0.24
8 N -1.27 0.29 -1.05
9 H 2.40 -0.76 -1.87
10 H 0.20 -1.68 -1.79
11 H 0.84 -2.13 -0.16
12 H -1.66 0.60 1.77
13 H -0.65 1.68 2.71
14 H -0.39 -0.06 2.77
15 H -2.07 0.73 -0.50
16 H -1.69 -0.26 -1.97
17 H -0.82 1.21 -1.56

These are the Mulliken partial charges, in e, on atoms 1 to 8:
1 C -0.03
2 C 0.70
3 C -0.54
4 C -0.99
5 N -0.68
6 N -0.09
7 N -0.30
8 N -0.34


Record 5
Formula: C13H18ClN3O2S
Source: the OMol25 dataset
Level of theory: ωB97M-V/def2-TZVPD

For the largest force on an atom, the calculation gives 0.0123 hartree/bohr. The SMILES is CSCC[C@H](NC(N)=O)C(=O)NCc1ccccc1Cl. For the LUMO energy, the calculation gives 0.740 eV. For the relative energy (zero: lowest compared OMol25 entry of this formula, charge and spin), the calculation gives 0.00 kcal/mol. Its total charge is 0.

CARTESIAN COORDINATES (ANGSTROEM)
1 C -1.30 0.37 2.41
2 H -1.16 -0.54 2.98
3 H -1.87 0.16 1.51
4 H -1.79 1.13 3.02
5 S 0.35 0.95 1.95
6 C -0.03 2.62 1.33
7 C -0.75 2.63 -0.01
8 C 0.00 1.78 -1.04
9 N -0.28 2.23 -2.39
10 C 0.59 1.88 -3.39
11 O 1.68 1.38 -3.18
12 N 0.13 2.14 -4.66
13 H -0.64 2.77 -4.80
14 H 0.81 2.08 -5.39
15 H -1.25 2.33 -2.62
16 H 1.08 1.88 -0.90
17 C -0.41 0.30 -0.93
18 O -1.56 -0.03 -0.67
19 N 0.57 -0.56 -1.23
20 H 1.48 -0.20 -1.48
21 C 0.38 -1.99 -1.11
22 C 0.43 -2.41 0.33
23 C -0.70 -2.91 0.96
24 C -0.68 -3.26 2.30
25 C 0.49 -3.11 3.04
26 C 1.63 -2.61 2.43
27 C 1.59 -2.26 1.09
28 Cl 3.02 -1.64 0.35
29 H 2.54 -2.47 2.99
30 H 0.52 -3.37 4.08
31 H -1.57 -3.65 2.78
32 H -1.61 -3.01 0.40
33 H -0.59 -2.24 -1.53
34 H 1.17 -2.48 -1.69
35 H -0.82 3.66 -0.37
36 H -1.76 2.22 0.10
37 H 0.94 3.11 1.25
38 H -0.62 3.13 2.09

These are the Mulliken partial charges, in e, on atoms 1 to 8:
1 C -0.77
2 H 0.26
3 H 0.21
4 H 0.40
5 S -0.06
6 C -0.87
7 C -1.02
8 C 0.29


Record 6
Formula: C8H12BrFO4
Source: the OMol25 dataset
Level of theory: ωB97M-V/def2-TZVPD

For the largest force on an atom, the calculation gives 0.1206 hartree/bohr. The SMILES is C[C@H](F)C[C@H]1OC(=O)O[C@@]1(Br)CCO. For the LUMO energy, the calculation gives 0.412 eV. Its total charge is 0.

CARTESIAN COORDINATES (ANGSTROEM)
1 C 2.70 -1.14 0.57
2 C 1.41 -1.49 -0.19
3 F 1.71 -2.58 -1.00
4 C 0.91 -0.34 -1.09
5 C 0.46 0.90 -0.31
6 O 0.09 2.07 -1.03
7 C -0.08 2.98 0.01
8 O 0.26 4.06 0.02
9 O -0.69 2.30 1.02
10 C -0.67 0.86 0.74
11 Br -0.13 0.14 2.50
12 C -2.13 0.59 0.33
13 C -2.35 -0.62 -0.60
14 O -1.68 -1.79 -0.19
15 H 2.95 -1.95 1.27
16 H 3.55 -1.07 -0.13
17 H 2.60 -0.20 1.12
18 H 0.64 -1.78 0.53
19 H 0.18 -0.72 -1.81
20 H 1.79 -0.03 -1.68
21 H 1.34 1.21 0.29
22 H -2.68 0.37 1.26
23 H -2.63 1.46 -0.10
24 H -2.13 -0.35 -1.64
25 H -3.43 -0.84 -0.57
26 H -1.99 -2.06 0.68

These are the Mulliken partial charges, in e, on atoms 1 to 8:
1 C -1.33
2 C 0.60
3 F -0.38
4 C -0.90
5 C -0.16
6 O -0.50
7 C 0.47
8 O -0.41


Record 7
Formula: C15H6Cl6O5PdS2
Source: the OMol25 dataset
Level of theory: ωB97M-V/def2-TZVPD

For the largest force on an atom, the calculation gives 0.0114 hartree/bohr. For the LUMO energy, the calculation gives 4.039 eV. For the relative energy (zero: lowest compared OMol25 entry of this formula, charge and spin), the calculation gives 12.93 kcal/mol. Its total charge is -2.

CARTESIAN COORDINATES (ANGSTROEM)
1 Pd -0.26 -0.53 0.02
2 Cl 3.90 0.89 5.72
3 C 3.22 0.46 4.17
4 C 4.02 -0.06 3.19
5 Cl 5.73 -0.32 3.45
6 C 3.43 -0.40 1.94
7 Cl 4.43 -1.07 0.68
8 C 2.09 -0.21 1.67
9 O 1.62 -0.51 0.48
10 C 1.22 0.37 2.70
11 O -0.01 0.58 2.47
12 C 1.85 0.67 3.93
13 Cl 0.83 1.36 5.17
14 Cl -5.41 4.36 0.66
15 C -4.42 2.96 0.27
16 C -5.05 1.72 0.08
17 C -4.31 0.61 -0.22
18 Cl -5.11 -0.91 -0.46
19 C -2.87 0.64 -0.32
20 O -2.23 -0.44 -0.55
21 C -2.29 1.94 -0.18
22 C -0.89 2.21 -0.48
23 O -0.05 1.44 -0.92
24 C -3.07 3.06 0.13
25 H -6.12 1.63 0.17
26 H -0.62 3.28 -0.37
27 H -2.58 4.02 0.26
28 C 0.02 -6.03 -0.23
29 O -0.30 -4.90 0.56
30 C -0.15 -3.67 0.02
31 S 0.31 -3.43 -1.56
32 S -0.55 -2.46 1.17
33 H -0.09 -6.88 0.43
34 H 1.04 -5.97 -0.61
35 H -0.66 -6.11 -1.08

These are the Mulliken partial charges, in e, on atoms 1 to 8:
1 Pd 0.66
2 Cl -0.26
3 C 0.00
4 C 0.25
5 Cl -0.27
6 C 0.03
7 Cl -0.25
8 C 0.93